{"formula": "C9H14O", "method": "ωB97M-V with the def2-TZVPD basis set", "symbols": ["C", "C", "C", "C", "C", "O", "C", "C", "H", "H", "H", "H", "H", "H", "H", "H", "C", "C", "H", "H", "H", "H", "H", "H"], "coordinates": [[-1.423, 0.254, 2.965], [-1.298, 0.683, 1.523], [-1.366, 2.036, 1.181], [-1.385, 2.385, -0.161], [-1.114, 1.462, -1.155], [-1.153, 1.801, -2.491], [-0.910, 0.131, -0.813], [-1.064, -0.245, 0.514], [-1.097, -0.774, 3.124], [-2.477, 0.296, 3.233], [-0.859, 0.890, 3.641], [-1.274, 2.793, 1.945], [-1.519, 3.420, -0.446], [-0.456, 2.429, -2.706], [-0.677, -0.606, -1.566], [-0.913, -1.273, 0.833], [2.658, -1.271, -1.320], [2.064, -2.669, -1.089], [3.610, -1.158, -0.791], [2.857, -1.136, -2.378], [2.047, -0.482, -0.886], [2.854, -3.420, -1.118], [1.537, -2.700, -0.139], [1.357, -2.849, -1.901]], "e_homo_ev": -8.7, "lumo_ev": 0.86, "relative_energy_kcal_mol": 9.0, "energy_ha": -426.55845, "gap_ev": 9.577}

{"formula": "C75H147F18N7O12", "method": "ωB97M-V with the def2-TZVPD basis set", "symbols": ["C", "C", "N", "C", "C", "N", "C", "C", "H", "H", "H", "H", "H", "H", "H", "H", "H", "H", "H", "C", "C", "C", "N", "C", "C", "C", "C", "C", "C", "H", "H", "H", "H", "H", "H", "H", "H", "H", "H", "H", "H", "H", "H", "H", "H", "H", "H", "H", "H", "C", "C", "C", "N", "C", "C", "C", "C", "C", "C", "H", "H", "H", "H", "H", "H", "H", "H", "H", "H", "H", "H", "H", "H", "H", "H", "H", "H", "H", "H", "C", "C", "C", "N", "C", "C", "C", "C", "C", "C", "H", "H", "H", "H", "H", "H", "H", "H", "H", "H", "H", "H", "H", "H", "H", "H", "H", "H", "H", "H", "C", "C", "C", "N", "C", "C", "C", "C", "C", "C", "H", "H", "H", "H", "H", "H", "H", "H", "H", "H", "H", "H", "H", "H", "H", "H", "H", "H", "H", "H", "C", "C", "C", "N", "C", "C", "C", "C", "C", "C", "H", "H", "H", "H", "H", "H", "H", "H", "H", "H", "H", "H", "H", "H", "H", "H", "H", "H", "H", "H", "C", "O", "O", "C", "F", "F", "F", "C", "C", "H", "H", "H", "H", "H", "H", "C", "O", "O", "C", "F", "F", "F", "C", "C", "H", "H", "H", "H", "H", "H", "C", "O", "O", "C", "F", "F", "F", "C", "C", "H", "H", "H", "H", "H", "H", "C", "O", "O", "C", "F", "F", "F", "C", "C", "H", "H", "H", "H", "H", "H", "C", "O", "O", "C", "F", "F", "F", "C", "C", "H", "H", "H", "H", "H", "H", "C", "O", "O", "C", "F", "F", "F", "C", "C", "H", "H", "H", "H", "H", "H"], "coordinates": [[-13.642, 13.700, 31.508], [-12.242, 13.816, 31.045], [-12.085, 13.593, 29.675], [-12.472, 12.475, 28.891], [-11.969, 12.636, 27.683], [-11.167, 13.787, 27.754], [-11.335, 14.382, 28.959], [-10.117, 14.205, 26.714], [-14.344, 14.348, 30.900], [-13.858, 14.146, 32.482], [-14.017, 12.636, 31.425], [-11.501, 13.225, 31.574], [-11.922, 14.845, 31.262], [-13.131, 11.698, 29.198], [-11.848, 11.950, 26.842], [-10.950, 15.388, 29.173], [-9.897, 13.284, 26.176], [-9.189, 14.552, 27.219], [-10.536, 14.980, 26.053], [-8.543, 13.345, 30.619], [-7.353, 13.723, 29.762], [-6.682, 12.343, 29.526], [-5.426, 12.443, 28.705], [-4.328, 13.351, 29.298], [-3.690, 12.704, 30.542], [-3.028, 11.428, 30.160], [-4.177, 10.474, 29.726], [-4.926, 10.963, 28.501], [-5.638, 13.022, 27.387], [-9.235, 12.651, 30.124], [-9.141, 14.193, 30.901], [-8.118, 12.782, 31.445], [-6.713, 14.361, 30.360], [-7.707, 14.129, 28.812], [-7.481, 11.808, 28.990], [-6.522, 11.933, 30.553], [-4.844, 14.279, 29.592], [-3.647, 13.640, 28.522], [-4.463, 12.415, 31.291], [-2.968, 13.446, 30.955], [-2.383, 11.081, 30.958], [-2.359, 11.579, 29.297], [-4.760, 10.285, 30.569], [-3.740, 9.533, 29.428], [-5.899, 10.498, 28.376], [-4.328, 10.945, 27.586], [-5.100, 12.546, 26.531], [-5.364, 14.041, 27.472], [-6.715, 13.041, 27.158], [-3.644, 5.552, 24.183], [-3.499, 5.812, 25.723], [-4.665, 6.506, 26.366], [-4.964, 6.164, 27.785], [-3.828, 6.479, 28.770], [-4.231, 6.159, 30.192], [-5.313, 6.971, 30.730], [-6.501, 6.778, 29.827], [-6.182, 6.882, 28.286], [-5.254, 4.670, 27.714], [-2.684, 5.807, 23.721], [-4.471, 6.128, 23.795], [-3.907, 4.509, 24.001], [-2.520, 6.295, 25.809], [-3.351, 4.903, 26.285], [-5.518, 6.296, 25.778], [-4.515, 7.568, 26.179], [-3.486, 7.467, 28.563], [-2.949, 5.924, 28.491], [-3.358, 6.190, 30.799], [-4.418, 5.073, 30.223], [-4.954, 7.984, 30.629], [-5.615, 6.866, 31.778], [-7.210, 7.581, 29.950], [-7.020, 5.834, 29.999], [-5.949, 7.938, 28.094], [-7.059, 6.557, 27.667], [-5.382, 4.303, 26.700], [-6.181, 4.382, 28.170], [-4.456, 4.130, 28.173], [-13.898, 8.943, 31.021], [-13.201, 7.810, 31.740], [-11.660, 7.913, 31.619], [-11.019, 6.976, 30.610], [-11.083, 5.527, 30.971], [-10.530, 4.628, 29.848], [-11.066, 4.956, 28.523], [-10.870, 6.432, 28.154], [-11.479, 7.260, 29.263], [-9.557, 7.436, 30.685], [-14.943, 8.775, 30.857], [-13.426, 9.127, 30.078], [-13.756, 9.819, 31.655], [-13.572, 6.796, 31.529], [-13.457, 7.723, 32.814], [-11.145, 7.649, 32.540], [-11.254, 8.836, 31.324], [-12.159, 5.305, 31.037], [-10.668, 5.546, 31.998], [-10.816, 3.619, 30.198], [-9.417, 4.755, 29.854], [-12.079, 4.803, 28.487], [-10.606, 4.362, 27.772], [-11.473, 6.667, 27.265], [-9.824, 6.684, 28.026], [-12.572, 7.179, 29.318], [-11.257, 8.358, 29.110], [-9.536, 8.503, 30.450], [-9.049, 6.809, 30.033], [-9.211, 7.281, 31.696], [-12.531, 9.118, 25.080], [-11.963, 9.525, 23.668], [-10.744, 8.688, 23.362], [-10.054, 8.916, 22.003], [-8.909, 7.871, 21.860], [-8.309, 7.729, 20.430], [-9.278, 7.668, 19.245], [-10.362, 8.751, 19.470], [-10.996, 8.710, 20.833], [-9.474, 10.249, 21.907], [-11.715, 9.224, 25.813], [-12.985, 8.074, 25.018], [-13.339, 9.791, 25.317], [-11.671, 10.531, 23.732], [-12.757, 9.299, 22.886], [-11.028, 7.632, 23.359], [-9.983, 8.905, 24.085], [-9.430, 6.943, 22.096], [-8.248, 8.157, 22.637], [-7.813, 6.732, 20.596], [-7.484, 8.409, 20.165], [-9.810, 6.682, 19.214], [-8.748, 7.829, 18.276], [-11.163, 8.688, 18.693], [-9.954, 9.736, 19.356], [-11.505, 7.725, 20.834], [-11.750, 9.480, 20.824], [-8.664, 10.319, 22.697], [-10.210, 11.023, 22.076], [-8.998, 10.428, 20.987], [-5.784, 12.378, 21.717], [-5.253, 11.363, 20.710], [-5.892, 11.310, 19.321], [-4.857, 11.505, 18.175], [-4.275, 12.870, 18.462], [-3.145, 13.134, 17.582], [-2.102, 12.067, 17.611], [-2.629, 10.633, 17.397], [-3.894, 10.424, 18.253], [-5.655, 11.536, 16.850], [-5.252, 12.121, 22.596], [-6.850, 12.338, 21.939], [-5.525, 13.382, 21.464], [-5.443, 10.411, 21.113], [-4.195, 11.535, 20.724], [-6.636, 12.130, 19.274], [-6.250, 10.320, 19.131], [-3.801, 12.845, 19.486], [-5.131, 13.475, 18.597], [-2.641, 14.045, 17.923], [-3.357, 13.352, 16.511], [-1.830, 12.046, 18.705], [-1.225, 12.339, 17.057], [-1.833, 9.835, 17.588], [-2.974, 10.508, 16.370], [-3.548, 10.428, 19.239], [-4.459, 9.448, 18.077], [-6.406, 12.358, 16.893], [-6.137, 10.534, 16.755], [-5.059, 11.714, 15.986], [-6.327, 7.765, 16.434], [-7.253, 6.624, 16.356], [-6.216, 8.356, 17.630], [-4.913, 7.536, 15.930], [-4.354, 8.712, 15.488], [-4.083, 7.065, 16.866], [-4.946, 6.655, 14.940], [-7.058, 5.608, 17.354], [-8.204, 4.629, 17.394], [-8.433, 4.120, 16.473], [-7.948, 3.884, 18.159], [-9.149, 5.126, 17.713], [-7.220, 6.182, 18.324], [-6.086, 5.157, 17.337], [-6.693, 8.456, 15.647], [-6.858, 11.785, 33.502], [-8.214, 11.915, 33.621], [-6.404, 11.545, 32.327], [-6.226, 13.175, 34.002], [-5.019, 13.031, 34.562], [-6.003, 14.092, 32.940], [-6.861, 14.011, 34.907], [-8.996, 10.729, 33.635], [-10.447, 11.094, 33.603], [-11.056, 10.215, 33.702], [-10.717, 11.876, 34.359], [-10.645, 11.479, 32.627], [-8.762, 10.223, 34.527], [-8.744, 10.036, 32.800], [-6.536, 11.115, 34.295], [-9.113, 10.863, 26.191], [-8.346, 9.915, 25.469], [-10.235, 11.222, 25.626], [-9.463, 10.120, 27.535], [-8.402, 9.805, 28.312], [-10.276, 10.884, 28.303], [-10.226, 9.002, 27.398], [-6.930, 10.032, 25.373], [-6.426, 9.149, 24.300], [-6.880, 9.193, 23.255], [-5.344, 9.015, 24.209], [-6.600, 8.156, 24.687], [-6.363, 9.647, 26.246], [-6.712, 11.133, 25.216], [-8.545, 11.799, 26.562], [-2.723, 10.746, 25.871], [-2.159, 11.390, 24.623], [-3.959, 10.310, 25.906], [-1.777, 9.535, 26.009], [-2.126, 8.893, 27.206], [-1.902, 8.687, 25.063], [-0.503, 9.970, 26.166], [-3.058, 12.277, 24.029], [-2.330, 13.136, 22.963], [-1.692, 13.857, 23.461], [-1.716, 12.517, 22.272], [-3.138, 13.684, 22.477], [-3.664, 12.899, 24.757], [-3.765, 11.642, 23.485], [-2.399, 11.485, 26.643], [-8.386, 4.276, 25.924], [-7.340, 3.219, 25.425], [-8.087, 4.756, 27.099], [-8.342, 5.142, 24.759], [-9.047, 4.599, 23.715], [-8.972, 6.277, 25.037], [-7.148, 5.526, 24.238], [-7.557, 2.024, 26.127], [-8.162, 0.983, 25.114], [-8.755, 0.215, 25.618], [-8.721, 1.582, 24.413], [-7.295, 0.610, 24.581], [-8.149, 2.134, 27.010], [-6.589, 1.667, 26.361], [-9.384, 3.754, 25.938], [-10.032, 5.847, 34.566], [-10.051, 4.480, 34.007], [-9.754, 6.745, 33.667], [-11.419, 6.183, 35.161], [-12.395, 5.790, 34.263], [-11.514, 5.645, 36.404], [-11.587, 7.511, 35.460], [-8.729, 3.754, 34.149], [-8.848, 2.554, 33.293], [-9.575, 1.831, 33.647], [-9.183, 2.839, 32.233], [-7.854, 2.109, 33.117], [-8.646, 3.642, 35.252], [-7.911, 4.421, 33.895], [-9.317, 5.865, 35.473]], "e_homo_ev": -7.0, "lumo_ev": -0.37, "energy_ha": -6029.20010, "gap_ev": 6.633}